Record 1
# C12H28NO13P3S

3 unconnected molecules or ions with the total composition C12H28NO13P3S (ωB97M-V with the def2-TZVPD basis set, the OMol25 dataset).

## Properties
Orbital gap = 9.1 eV
Highest occupied orbital energy = -9.35 eV
DFT total energy = -79708.558 eV
Multiplicity = 1
Total charge = 0

Last column: Löwdin charge in e.
CARTESIAN COORDINATES (ANGSTROEM)
C: 3.44 -2.90 -2.57  -0.111
H: -2.86 -0.46 -4.73  0.089
H: -0.59 4.16 -1.28  0.162
P: 1.27 -4.29 -3.10  0.436
C: -2.29 1.31 -2.72  -0.395
H: 1.60 -6.14 -0.30  0.095
O: 1.49 -4.99 -4.53  -0.214
C: 0.76 -6.18 -4.76  -0.114
S: -5.47 1.65 -3.32  0.236
H: -0.30 -6.04 -4.51  0.088
H: -2.44 1.42 8.06  0.090
H: 1.17 -6.99 -4.15  0.089
C: -0.78 3.08 -1.70  -0.180
H: -0.69 1.16 8.12  0.087
H: 0.84 -6.45 -5.81  0.092
C: 1.82 -5.16 -0.72  -0.111
H: 0.87 1.82 -2.72  0.141
O: 2.18 -2.96 -3.20  -0.214
H: 2.96 2.17 6.93  0.092
H: -2.41 1.84 -0.34  0.133
H: 4.00 -3.83 -2.69  0.095
H: -1.45 0.49 -2.48  0.122
O: 1.07 1.43 0.76  -0.043
H: 2.41 3.65 6.11  0.090
P: -3.97 0.42 -3.01  0.382
O: -1.40 2.14 6.45  -0.216
N: -1.64 2.04 -3.91  0.026
H: -2.42 2.46 -4.48  0.118
H: 2.73 -4.78 -0.25  0.087
O: -0.51 4.38 -4.02  -0.029
H: 1.48 3.06 -1.40  0.153
H: 1.31 2.90 3.31  0.090
O: 2.04 -5.29 -2.11  -0.232
H: 4.02 -2.09 -3.02  0.095
O: -0.01 4.33 6.71  -0.251
C: -1.47 1.87 7.83  -0.119
H: 0.45 1.40 3.79  0.097
O: 0.42 -0.37 -0.76  -0.005
H: -1.37 2.79 8.42  0.087
H: 3.30 -2.67 -1.51  0.088
C: -2.20 2.32 -1.40  -0.121
O: -4.33 -0.56 -1.58  -0.277
O: -3.81 -0.63 -4.41  -0.272
C: 0.33 2.44 3.46  -0.127
C: 0.63 2.26 -1.63  -0.067
H: 0.47 -0.57 -1.74  0.110
O: 1.09 2.03 6.13  -0.235
H: 2.88 2.22 5.16  0.086
C: 2.39 2.55 6.08  -0.116
H: -3.85 -0.19 -0.78  0.077
H: 1.00 -4.48 -0.49  0.090
C: -0.95 3.30 -3.34  -0.241
C: 0.70 1.07 -0.50  -0.228
O: -0.40 3.20 4.39  -0.199
H: -2.99 3.22 -1.43  0.140
H: -0.20 2.44 2.50  0.070
O: -0.16 -4.03 -2.76  -0.253
P: -0.15 3.04 5.97  0.438

---

Record 2
# C26H33AuF6N2O4S2Si2

A molecular structure, C26H33AuF6N2O4S2Si2 (ωB97M-V with the def2-TZVPD basis set, the OMol25 dataset).

## Properties
Orbital gap (spin up / spin down) = 8.8 / 7.6 eV
Highest occupied orbital energy (spin up / spin down) = -8.42 / -9.56 eV
DFT total energy = -96087.821 eV
Multiplicity = 3
Total charge = 0

Last column: Mulliken spin population.
CARTESIAN COORDINATES (ANGSTROEM)
H: 0.34 4.21 -0.44  0.000
C: 4.13 3.48 -0.23  0.006
C: 1.46 -0.32 -1.13  0.784
H: 1.33 2.88 3.48  -0.001
H: 1.90 6.00 0.16  0.000
H: -0.95 -0.46 3.24  0.009
C: -4.28 -4.30 -1.32  -0.001
C: -5.37 -1.85 0.19  0.000
H: -1.04 3.16 4.35  0.001
H: 2.50 -0.45 -0.89  0.031
C: -1.33 0.24 2.50  -0.001
H: -2.30 2.17 2.46  0.000
F: 5.04 -0.65 0.81  0.000
C: -1.71 2.24 -4.96  0.003
C: 4.72 -1.94 0.91  0.000
C: -2.44 -2.09 -0.42  -0.041
C: -0.69 2.22 3.91  -0.007
H: -2.12 -0.26 1.94  -0.024
H: -5.24 -2.35 1.15  0.000
O: 4.25 -1.77 3.46  0.005
F: 4.18 -2.32 -0.25  0.001
C: -4.34 -1.54 -2.68  0.001
Si: -4.12 -2.45 -1.06  -0.001
F: 5.82 -2.65 1.12  0.000
S: 3.53 -2.17 2.30  0.002
S: 2.01 -4.35 1.49  -0.001
H: -0.38 3.91 -5.21  0.000
Au: 0.48 -1.51 0.77  0.534
Si: 0.64 1.34 -1.03  -0.123
O: 2.40 -1.31 1.92  0.031
H: 1.72 1.34 1.58  -0.002
H: -1.00 2.27 0.63  0.002
C: -0.30 1.73 -2.60  0.049
C: 3.64 4.76 0.04  0.000
N: -0.22 0.53 1.56  0.282
C: 2.28 5.01 -0.04  0.001
H: -1.65 0.05 -2.38  0.011
C: -0.66 3.07 -4.59  -0.004
H: 4.33 5.55 0.30  0.000
H: -5.28 -4.56 -1.66  0.000
H: -3.58 -1.85 -3.40  0.000
H: -1.53 0.74 -0.04  -0.002
H: 5.19 3.28 -0.17  0.000
C: 0.90 1.18 2.28  -0.018
O: 0.96 -4.82 2.33  0.002
N: 3.20 -3.69 2.30  0.001
C: 0.47 2.48 2.95  0.036
H: 1.11 -1.02 -1.88  -0.001
H: 0.86 3.46 -3.14  0.002
C: 2.88 -5.83 0.83  0.006
H: -4.09 -4.83 -0.38  0.000
H: -5.27 -0.77 0.36  0.000
F: 3.92 -5.45 0.09  0.000
C: -1.33 -1.92 0.03  0.315
C: -1.83 1.51 3.19  0.027
H: -2.88 0.52 -4.45  0.000
F: 2.03 -6.52 0.08  0.000
H: -5.32 -1.74 -3.12  0.000
H: 3.64 1.48 -0.77  -0.016
C: 1.41 3.99 -0.38  0.006
C: -2.06 1.16 -4.16  0.002
H: -6.39 -2.03 -0.15  0.000
C: 0.04 2.81 -3.41  -0.003
H: -4.25 -0.46 -2.53  0.000
H: -3.56 -4.65 -2.05  0.000
C: -0.67 1.27 0.36  0.026
H: 0.19 3.22 2.20  -0.001
H: -0.34 1.60 4.74  -0.001
H: -2.62 1.22 3.90  0.001
C: 1.87 2.70 -0.64  0.016
H: -2.26 2.44 -5.88  0.000
H: 1.25 0.48 3.03  0.000
O: 1.64 -3.61 0.29  0.030
C: -1.37 0.91 -2.99  -0.002
C: 3.24 2.47 -0.57  0.027
F: 3.31 -6.59 1.83  0.001

---

Record 3
# C15H15ClN2O3S

A molecular structure, C15H15ClN2O3S (ωB97M-V with the def2-TZVPD basis set, the OMol25 dataset).

## Properties
Orbital gap = 7.8 eV
Highest occupied orbital energy = -8.10 eV
DFT total energy = -48266.960 eV
Multiplicity = 1
Total charge = 0

Last column: Löwdin charge in e.
CARTESIAN COORDINATES (ANGSTROEM)
C: -1.55 -1.43 0.05  -0.505
C: 1.36 1.45 2.63  -0.026
O: -3.50 -1.26 1.14  0.114
N: 0.52 -1.56 0.88  0.169
C: -0.71 -1.63 0.99  -0.376
H: 0.58 1.94 3.26  0.107
C: -0.41 1.70 0.97  -0.157
H: 1.02 0.39 3.13  0.154
H: 2.67 -0.65 1.38  0.054
C: 0.83 1.48 1.34  -0.214
H: 4.37 -0.64 1.06  0.196
C: 0.68 -1.55 -0.28  -0.489
H: -1.54 -0.68 2.87  -0.029
Cl: -2.50 2.44 -0.63  0.661
H: -0.32 -1.82 3.06  0.068
C: 3.27 -0.17 0.72  -0.081
H: -3.39 -2.06 -2.04  0.124
C: -3.70 -1.26 -1.14  -0.060
O: 3.00 1.12 0.43  0.030
H: -1.92 -2.19 2.72  0.109
C: 1.47 1.70 -1.05  -0.067
O: 4.23 -1.32 -1.38  0.038
C: -1.13 -1.41 2.52  0.046
N: 1.96 -1.40 -1.21  0.175
H: -3.44 -0.11 -1.66  0.129
C: -2.91 -1.35 0.11  -0.566
H: 1.88 -1.75 -1.95  -0.039
C: 0.14 1.93 -1.54  -0.028
H: -1.19 2.08 1.75  0.159
C: 1.82 1.19 0.13  -0.396
H: 2.27 1.66 2.95  0.043
H: -4.86 -1.37 -1.08  0.107
C: 3.19 -1.05 -0.74  -0.342
H: -0.14 2.29 -2.68  0.150
H: 2.29 1.54 -1.86  0.161
C: -0.87 2.01 -0.28  -0.636
S: -0.66 -1.41 -1.34  1.216

---

Record 4
# C4H9FN2

A single C4H9FN2 molecule (ωB97M-V with the def2-TZVPD basis set, the OMol25 dataset).

## Properties
Orbital gap = 9.7 eV
Highest occupied orbital energy = -8.86 eV
DFT total energy = -9989.527 eV
Multiplicity = 1
Total charge = 0

Last column: Löwdin charge in e.
CARTESIAN COORDINATES (ANGSTROEM)
H: -0.09 -1.21 1.58  0.126
H: 0.22 0.96 -1.32  0.105
C: -1.34 0.16 0.24  -0.285
N: 2.11 0.45 -0.06  0.090
H: 2.24 0.99 0.78  0.011
H: -0.69 2.06 -0.08  0.109
C: -0.02 -0.27 1.07  -0.109
C: -0.81 1.17 -0.77  -0.075
H: 1.78 -1.91 -1.03  0.056
H: 0.01 -1.88 -0.72  0.129
H: -1.61 1.32 -1.60  0.111
H: -2.18 0.65 0.69  0.128
N: 1.00 -1.45 -0.68  0.123
F: -1.87 -1.11 -0.11  -0.065
C: 1.01 -0.33 0.18  -0.554
H: 0.24 0.39 1.82  0.101